Here is a cluster of 6 separate species, C29H56BrO16PS5 in total from the OMol25 dataset. Energies are from wB97M-V/def2-TZVPD.

Last column: Mulliken charge in e.
CARTESIAN COORDINATES (ANGSTROEM)
C: -1.50135 -2.35574 3.44019  -1.632
C: -1.00386 -1.07512 2.81329  0.551
O: 0.35739 -1.19516 2.44915  -0.438
C: 0.72476 -0.56762 1.23976  0.306
C: 1.35037 0.81016 1.45202  -1.580
C: 0.47759 2.05548 1.31939  1.852
C: 1.44470 3.26424 1.49226  -1.193
C: 1.83337 3.45976 2.93081  0.218
O: 2.68248 2.83011 3.50020  -0.394
Br: 0.89051 4.88281 3.89664  -0.209
O: -0.41152 2.03252 2.49338  -0.110
C: -1.64906 2.52967 2.38531  0.318
O: -2.64351 1.82238 2.37905  -0.593
O: -1.72854 3.86676 2.35239  -0.341
P: -0.20009 2.25459 -0.41111  -0.116
C: -1.74707 1.26311 -0.53783  -0.869
O: -0.75946 3.80690 -0.43950  -0.495
H: -2.55547 -2.21061 3.65631  0.431
H: -0.96822 -2.57467 4.35499  0.331
H: -1.43589 -3.17144 2.73121  0.347
H: -1.09337 -0.27661 3.54462  0.143
H: -1.65186 -0.81918 1.98059  -0.026
H: 1.50850 -1.19923 0.83305  0.537
H: -0.07138 -0.58040 0.50825  -0.598
H: 1.77443 0.80104 2.44855  0.181
H: 2.17964 0.92317 0.76251  0.744
H: 2.33751 3.03584 0.92684  0.619
H: 1.04386 4.18736 1.08872  0.564
H: -2.64475 4.05354 2.57374  0.347
H: -1.81721 0.91308 -1.55244  0.029
H: -2.60041 1.92108 -0.37332  0.604
H: -1.83770 0.47503 0.19181  0.123
H: -1.71742 3.82136 -0.46648  0.321
C: -2.57140 -3.20046 -3.87091  -0.027
C: -1.35719 -2.72417 -4.67347  -0.674
C: -0.38264 -2.07137 -3.68678  0.034
S: -0.66531 -2.86941 -2.10636  1.109
O: -1.19690 -1.89425 -1.17962  -0.538
O: 0.47088 -3.68367 -1.74972  -0.794
C: -2.00899 -3.91825 -2.64884  -0.920
H: -3.20772 -3.85161 -4.45315  -0.134
H: -3.16448 -2.33762 -3.55265  0.303
H: -0.88458 -3.58124 -5.15382  0.276
H: -1.64071 -2.02444 -5.45727  0.446
H: 0.65549 -2.21903 -3.97436  0.444
H: -0.58801 -1.01261 -3.56672  -0.270
H: -2.72600 -4.03569 -1.83918  0.461
H: -1.58361 -4.88495 -2.91674  0.366
C: 4.13638 5.66303 6.86690  -0.768
C: 3.74224 4.18291 6.79031  0.189
C: 3.46027 3.70982 8.22177  -0.752
S: 2.91221 5.16006 9.13030  1.166
O: 3.88533 5.46738 10.14933  -0.662
O: 1.51322 5.03324 9.45513  -0.681
C: 3.11015 6.32220 7.78335  -0.725
H: 4.14797 6.12913 5.88270  0.376
H: 5.13550 5.75931 7.29768  0.337
H: 2.84238 4.07914 6.18321  -0.087
H: 4.51813 3.57939 6.32632  0.124
H: 2.67784 2.95698 8.26256  0.417
H: 4.35884 3.33574 8.70819  0.352
H: 3.42793 7.28295 8.18153  0.439
H: 2.14326 6.42019 7.29078  0.310
C: -3.28601 3.58864 -5.59512  -0.581
C: -2.20348 3.34375 -6.65510  -0.569
C: -0.97020 2.78773 -5.93117  -0.780
S: -1.58807 1.93502 -4.47649  1.122
O: -1.11915 2.61740 -3.29775  -0.575
O: -1.39612 0.51074 -4.61845  -0.676
C: -3.31431 2.33167 -4.73096  -0.793
H: -4.25770 3.78276 -6.04537  0.372
H: -3.01857 4.45369 -4.98485  0.293
H: -2.56439 2.61400 -7.38202  0.295
H: -1.95828 4.25350 -7.19965  0.317
H: -0.41477 2.08034 -6.54106  0.353
H: -0.30808 3.57988 -5.58803  0.384
H: -3.79676 2.47253 -3.76642  0.413
H: -3.76945 1.49439 -5.25926  0.396
C: -4.29790 -7.99488 -6.91641  -0.558
C: -5.62126 -7.21726 -6.90000  -0.652
C: -5.28347 -5.74350 -6.63825  -0.623
S: -3.62690 -5.48800 -7.29060  1.105
O: -2.74163 -5.17919 -6.19279  -0.588
O: -3.68722 -4.64164 -8.45282  -0.708
C: -3.34744 -7.18254 -7.79085  -0.741
H: -4.42614 -9.00481 -7.30128  0.359
H: -3.89906 -8.06907 -5.90265  0.287
H: -6.11373 -7.31574 -7.86887  0.288
H: -6.30549 -7.60064 -6.14531  0.338
H: -5.96499 -5.06470 -7.14342  0.413
H: -5.25779 -5.51763 -5.57390  0.293
H: -2.29887 -7.43152 -7.64784  0.390
H: -3.61135 -7.25962 -8.84481  0.358
C: 4.71587 -1.53446 3.71091  -0.673
C: 5.46093 -1.92228 4.99641  -0.685
C: 6.51441 -0.83729 5.26302  -0.708
S: 5.86716 0.67231 4.53114  1.206
O: 6.72577 1.06475 3.44275  -0.726
O: 5.52074 1.60069 5.57865  -0.654
C: 4.37930 -0.05424 3.85682  -0.332
H: 3.81752 -2.13215 3.56503  0.303
H: 5.36564 -1.68548 2.84616  0.387
H: 4.75427 -1.96154 5.82733  0.311
H: 5.92410 -2.90418 4.91465  0.358
H: 6.67782 -0.66988 6.32411  0.354
H: 7.45972 -1.06051 4.77301  0.342
H: 4.13665 0.43671 2.91865  0.159
H: 3.57908 0.10263 4.57944  0.341

Computed properties:
Structure (SMILES): CCOCC[C@](CC(=O)Br)(OC(=O)O)P(C)O.O=S1(=O)CCCC1.O=S1(=O)CCCC1.O=S1(=O)CCCC1.O=S1(=O)CCCC1.O=S1(=O)CCCC1

---

Here is a cluster of 10 separate species, C43H108ClN8O13 in total from the OMol25 dataset. Energies are from wB97M-V/def2-TZVPD.

Last column: Mulliken charge in e.
CARTESIAN COORDINATES (ANGSTROEM)
Cl: -1.00969 -0.96305 -0.46952  1.605
O: -1.20767 -1.80662 -1.55313  -0.636
O: -2.29984 -0.43749 -0.03557  -0.671
O: -0.43082 -1.67102 0.64754  -0.668
O: -0.10812 0.09641 -0.77718  -0.632
C: 2.36590 5.46400 -1.08103  -0.631
O: 1.33164 5.10520 -0.15601  -0.456
H: 3.22773 5.80824 -0.50931  0.259
H: 2.81819 4.71862 -1.73518  0.299
H: 2.06914 6.32653 -1.67775  0.225
H: 1.25174 4.15616 -0.27655  0.300
C: -1.32365 5.92722 -7.29824  -1.301
C: -0.27684 5.31053 -6.30348  0.648
C: -0.21039 3.78345 -6.42808  -0.845
O: -1.40391 3.28266 -5.86870  -0.227
C: -1.90393 2.05091 -6.41371  -0.748
N: 0.99184 6.04162 -6.42783  -0.702
H: -1.14524 5.71838 -8.35306  0.316
H: -1.42568 7.00126 -7.14291  0.386
H: -2.27746 5.46439 -7.04494  0.322
H: -0.50343 5.44398 -5.24568  0.063
H: 0.62667 3.44871 -5.81537  0.359
H: 0.04571 3.43170 -7.42748  0.408
H: -1.03370 1.41732 -6.24233  0.300
H: -2.12952 2.22772 -7.46535  0.302
H: -2.70213 1.56099 -5.85610  0.245
H: 0.93115 7.03193 -6.61682  0.242
H: 1.47576 5.68121 -7.23778  0.236
C: -13.01791 -0.31991 2.12333  -1.425
C: -11.65086 -1.02057 2.12823  0.616
C: -10.41733 0.02608 2.15806  -0.793
O: -10.29026 0.84688 0.96668  -0.348
C: -9.66833 0.11316 -0.15413  -0.647
N: -11.55581 -1.83911 3.38230  -0.706
H: -13.23177 0.50517 2.80275  0.336
H: -13.82423 -1.05266 2.15510  0.376
H: -13.19137 0.18858 1.17494  0.368
H: -11.61448 -1.66885 1.25273  0.128
H: -9.53754 -0.52057 2.49752  0.392
H: -10.68655 0.67718 2.98972  0.390
H: -9.58901 0.75915 -1.02849  0.257
H: -10.18428 -0.81638 -0.39469  0.254
H: -8.61612 -0.07982 0.05494  0.296
H: -11.21012 -1.26403 4.13721  0.252
H: -12.44450 -2.06488 3.80582  0.254
C: 2.30842 3.66375 4.64036  -1.464
C: 0.98679 3.25847 5.29228  0.454
C: 0.61758 4.18992 6.51662  -0.689
O: 0.20541 5.44661 6.04602  -0.252
C: -0.15561 6.36015 7.05353  -0.798
N: -0.04908 3.32287 4.27778  -0.620
H: 2.47497 4.70521 4.36518  0.300
H: 2.46012 3.11494 3.71089  0.370
H: 3.14457 3.39354 5.28529  0.368
H: 1.08049 2.21605 5.59673  0.375
H: 1.48055 4.30307 7.17281  0.354
H: -0.17198 3.63051 7.01839  0.336
H: 0.74253 6.62427 7.61182  0.319
H: -0.91296 5.99620 7.74783  0.284
H: -0.48185 7.33071 6.67978  0.268
H: 0.22272 2.66606 3.56027  0.253
H: -0.76671 2.88430 4.83705  0.144
C: -4.54114 5.14715 -2.27598  -1.490
C: -3.40321 5.67984 -1.41102  0.440
C: -3.32850 7.19263 -1.43766  -0.873
O: -2.22483 7.63825 -0.58436  -0.276
C: -1.93962 9.02652 -0.94606  -0.709
N: -3.59559 5.18163 -0.02564  -0.668
H: -5.54579 5.35574 -1.90818  0.395
H: -4.39557 4.06864 -2.33728  0.423
H: -4.47503 5.53027 -3.29429  0.355
H: -2.49498 5.19616 -1.77057  0.302
H: -4.20384 7.68184 -1.01041  0.310
H: -3.13891 7.44699 -2.48048  0.388
H: -1.53667 9.05119 -1.95855  0.277
H: -1.17770 9.39397 -0.25861  0.242
H: -2.87182 9.58320 -0.85005  0.295
H: -3.65466 4.18775 -0.19535  0.290
H: -4.59525 5.32550 -0.01759  0.300
C: -0.62401 -8.50625 -1.33374  -1.511
C: -1.60642 -8.55845 -0.19287  0.490
C: -0.94515 -9.08722 1.11415  -0.701
O: -0.47211 -10.44656 0.90797  -0.303
C: 0.66640 -10.78326 1.63582  -0.735
N: -2.17352 -7.24710 -0.03378  -0.734
H: -0.47490 -9.47183 -1.81698  0.322
H: 0.26318 -7.90176 -1.14509  0.340
H: -1.02132 -8.01710 -2.22310  0.474
H: -2.41506 -9.22870 -0.48434  0.258
H: -1.65111 -9.07604 1.94456  0.326
H: -0.05873 -8.49478 1.34080  0.347
H: 0.58181 -10.73273 2.72135  0.298
H: 1.52178 -10.15640 1.38387  0.322
H: 0.81545 -11.84550 1.44206  0.244
H: -1.42033 -6.64039 0.25727  0.283
H: -2.35460 -6.87375 -0.95460  0.283
C: -6.22881 4.00664 6.99860  -1.472
C: -4.89746 3.32576 6.65939  0.144
C: -5.11950 1.77769 6.51653  -0.810
O: -3.88662 1.24922 6.03233  -0.167
C: -4.03836 -0.13027 5.82321  -0.797
N: -4.52548 3.84244 5.41572  -0.586
H: -6.26685 5.08610 6.85225  0.444
H: -6.42472 3.70595 8.02782  0.354
H: -7.04561 3.67089 6.35969  0.355
H: -4.14559 3.50251 7.42852  0.317
H: -5.81255 1.57728 5.69945  0.367
H: -5.50535 1.29204 7.41282  0.424
H: -4.88217 -0.27279 5.14811  0.324
H: -4.39909 -0.68404 6.68999  0.324
H: -3.11114 -0.57452 5.46126  0.243
H: -5.28166 3.49068 4.84601  0.296
H: -4.80413 4.80920 5.50425  0.244
C: 3.78730 -5.10499 5.67243  -2.005
C: 5.20217 -4.60908 5.38851  1.468
C: 5.99881 -5.76811 4.84773  -1.082
C: 7.29645 -5.34428 4.17460  -0.691
C: 6.92720 -4.41617 3.08764  -0.997
C: 6.15035 -3.11394 3.52484  1.401
N: 5.02560 -3.54626 4.33717  0.511
O: 4.12915 -2.52985 4.52752  -0.440
C: 7.17142 -2.10199 4.21294  -1.831
C: 5.62119 -2.43606 2.23274  -2.042
C: 5.80227 -4.00199 6.70736  -1.758
H: 3.15089 -4.42086 6.23372  0.365
H: 3.79192 -6.05174 6.21257  0.424
H: 3.34135 -5.32910 4.70340  0.484
H: 6.34583 -6.27779 5.74657  0.414
H: 5.43069 -6.51326 4.29088  0.392
H: 7.68618 -6.24047 3.69183  0.341
H: 8.08127 -4.98100 4.83804  0.349
H: 6.42654 -4.85088 2.22250  0.389
H: 7.93343 -4.11981 2.79142  0.346
H: 6.63580 -1.34012 4.77929  0.374
H: 7.87790 -2.59613 4.87989  0.296
H: 7.77134 -1.49772 3.53248  0.471
H: 6.36776 -2.20488 1.47294  0.401
H: 4.89876 -3.13567 1.81232  0.499
H: 5.09438 -1.48804 2.34152  0.396
H: 5.70848 -4.71999 7.52208  0.479
H: 5.31010 -3.05931 6.94651  0.354
H: 6.85594 -3.74935 6.58874  0.339
H: 3.50077 -2.73080 3.83012  0.353
C: 4.92594 -3.32433 -5.46987  -1.719
C: 4.71869 -2.29536 -6.59945  1.374
C: 4.73152 -0.79993 -6.01969  -1.171
C: 4.99893 0.31395 -7.08412  -0.562
C: 6.18979 0.02931 -7.92615  -1.239
C: 6.21164 -1.32185 -8.62321  1.662
N: 5.89686 -2.36757 -7.59345  0.267
O: 6.13813 -3.64647 -8.09593  -0.504
C: 5.15369 -1.22897 -9.78655  -1.687
C: 7.63864 -1.54746 -9.15435  -2.037
C: 3.33411 -2.48479 -7.25361  -1.673
H: 5.21803 -4.33564 -5.75276  0.362
H: 3.96967 -3.41233 -4.95422  0.392
H: 5.66969 -2.99003 -4.74655  0.388
H: 3.75799 -0.66407 -5.54863  0.420
H: 5.42268 -0.68375 -5.18489  0.385
H: 5.07689 1.28635 -6.59785  0.407
H: 4.17084 0.43856 -7.78187  0.264
H: 7.07614 0.04150 -7.29183  0.415
H: 6.34962 0.86046 -8.61299  0.400
H: 4.16170 -0.85556 -9.53235  0.276
H: 5.55100 -0.75998 -10.68670  0.395
H: 5.05418 -2.27469 -10.07754  0.407
H: 8.42212 -1.49758 -8.39818  0.390
H: 7.70265 -2.49065 -9.69691  0.470
H: 7.83687 -0.77119 -9.89342  0.430
H: 3.35236 -3.35687 -7.90725  0.334
H: 3.08094 -1.66283 -7.92323  0.350
H: 2.52941 -2.51658 -6.51907  0.474
H: 7.00598 -3.89322 -7.76799  0.332

Computed properties:
Charge: -1

---

One value per record, in order, for HOMO level: -0.3123, -0.2061 Eh.
One value per record, in order, for largest force on an atom: 0.0381, 0.0850 hartree/bohr.
One value per record, in order, for frontier orbital gap: 8.7, 7.6 eV.